Here is a cluster of 2 separate species, C3H2F5I in total from OMol25. Energies are from ωB97M-V/def2-TZVPD.

```
11
C3H2F5I, DFT ωB97M-V/def2-TZVPD
I -3.4544 0.3064 0.4607
F 2.5649 -1.3077 0.3141
F 0.6157 -1.6570 -0.3220
F -1.3591 1.7566 -1.0286
F 1.6055 0.0438 -1.1211
F 1.2249 1.3423 1.3345
C 0.7606 0.1146 0.9999
C -1.7089 0.5040 -0.6403
C 1.3935 -0.6253 -0.0206
H -1.5425 -0.2935 -1.5061
H -0.1002 -0.1842 1.5295
```

**2S+1**: 1
**Energy**: -912.385993 Ha
**Max |F|**: 3.536 eV/A
**ΔE to the lowest compared entry with this formula, charge and spin**: 1.142 eV

---

Here is a cluster of 5 separate species, C17H27O13 in total from OMol25. Energies are from ωB97M-V/def2-TZVPD.

```
57
C17H27O13, DFT ωB97M-V/def2-TZVPD
O 19.9874 -13.7803 7.7779
O 24.7319 -13.6734 8.0973
O 15.4967 -19.6012 14.4540
O 19.7183 -12.5778 5.8196
O 13.5591 -18.7777 13.8235
O 18.3839 -14.2302 6.3303
O 14.3931 -13.9170 14.8342
O 14.0047 -12.0197 15.7938
O 20.2692 -16.8832 14.3653
O 12.2667 -13.4694 15.3090
O 23.3670 -15.3494 8.9237
O 23.4149 -13.3830 9.8537
O 14.0472 -20.9122 13.3307
C 19.8004 -16.6926 13.1120
C 19.4430 -13.4572 6.5916
C 18.2586 -15.2180 7.3553
C 16.5523 -13.6747 13.9759
C 22.5718 -15.4742 10.1190
C 19.4897 -15.0240 8.2712
C 14.2363 -17.7266 14.5050
C 23.8602 -14.1034 8.7866
C 14.3150 -19.8868 13.8962
C 15.4090 -12.0085 15.5325
C 15.7126 -13.5056 15.2436
C 23.3506 -16.2452 11.2073
C 15.3683 -18.4093 15.2388
C 16.6640 -17.6092 15.2792
C 22.2972 -13.9938 10.4475
C 18.9780 -14.8233 9.7113
C 13.4177 -13.1852 15.3112
H 18.2361 -16.1975 6.8750
H 24.1799 -16.7312 10.6931
H 15.6791 -11.3763 14.6859
H 14.6462 -17.0129 13.7870
H 16.0627 -12.9671 13.3135
H 18.0468 -14.2493 9.7611
H 22.6402 -16.7840 11.8281
H 17.5943 -13.3891 14.1402
H 21.3863 -13.6886 9.9248
H 20.2580 -15.8060 12.5874
H 17.4053 -18.1930 15.8237
H 13.6766 -17.1776 15.2627
H 16.9821 -17.2149 14.3195
H 18.7187 -16.4556 12.9515
H 22.1446 -13.6371 11.4634
H 19.5317 -14.1507 10.3690
H 18.8445 -15.7464 10.2760
H 15.0854 -18.5757 16.2834
H 16.4742 -16.8273 16.0239
H 15.8288 -11.6296 16.4621
H 23.8995 -15.5334 11.8306
H 16.0449 -13.9785 16.1652
H 20.2176 -15.8316 8.3024
H 16.6572 -14.7256 13.7127
H 17.3057 -15.0706 7.8587
H 20.1430 -17.5409 12.4767
H 21.6133 -15.9216 9.8708
```

**2S+1**: 1
**Energy**: -1642.096451 Ha
**Max |F|**: 2.727 eV/A
**Total charge**: -1
**ΔE to the lowest compared entry with this formula, charge and spin**: 1.633 eV

---

Here is a cluster of 2 separate species, C5H14 in total from OMol25. Energies are from ωB97M-V/def2-TZVPD.

```
19
C5H14, DFT ωB97M-V/def2-TZVPD
C -1.0215 1.1681 -1.1333
C -2.5190 0.8886 -1.3573
C 0.4791 -1.5933 0.3674
C 1.8138 -1.1701 1.0257
C 1.6802 0.3017 1.4278
H -0.4031 -1.3100 0.9680
H -3.0342 1.2313 -0.4549
H 2.4515 -1.2194 0.1399
H -2.8934 -0.1191 -1.4223
H 1.8436 0.9411 0.5468
H -0.8525 1.6959 -0.1829
H 2.0784 -1.8718 1.7992
H -0.4634 0.2507 -1.0996
H 0.5217 -1.2225 -0.6744
H 0.4389 -2.6719 0.1522
H -2.8658 1.5540 -2.1510
H 0.7955 0.7261 1.9017
H -0.6191 1.8488 -1.8885
H 2.5693 0.5716 2.0355
```

**2S+1**: 2
**Energy**: -198.801596 Ha
**Max |F|**: 2.497 eV/A
**Total charge**: -1
**⟨S²⟩**: 0.750
**ΔE to the lowest compared entry with this formula, charge and spin**: 0.842 eV

---

Here is a cluster of 2 separate species, C6H10 in total from OMol25. Energies are from ωB97M-V/def2-TZVPD.

```
16
C6H10, DFT ωB97M-V/def2-TZVPD
C 1.5950 0.1749 -0.0299
C 0.3288 0.9241 0.3309
C -0.7823 0.2985 0.9140
C -0.5210 -0.7723 -1.2232
C -1.1990 -0.9294 0.1667
C 0.5273 0.3269 -1.0631
H -2.2838 -1.0703 0.1094
H 2.4962 0.7730 -0.1411
H -0.8006 -1.8048 0.7022
H 0.7282 0.9787 -1.9096
H -1.2638 -0.4454 -1.9586
H 0.3382 1.4930 2.3558
H -1.3440 0.7723 1.7101
H 1.7522 -0.7922 0.4464
H 0.5296 1.7914 1.1724
H -0.1010 -1.7185 -1.5823
```

**2S+1**: 1
**Energy**: -234.386982 Ha
**Max |F|**: 1.093 eV/A
**ΔE to the lowest compared entry with this formula, charge and spin**: 5.865 eV

---

Question: What is the 2S+1 in the third record?
Answer: 2

---

Question: What is the formula in the second record?
Answer: C17H27O13

---

Question: What is the energy in the fourth record?
Answer: -234.386982 Ha

---

Repeat the third record exactly.
Here is a cluster of 2 separate species, C5H14 in total from OMol25. Energies are from ωB97M-V/def2-TZVPD.

```
19
C5H14, DFT ωB97M-V/def2-TZVPD
C -1.0215 1.1681 -1.1333
C -2.5190 0.8886 -1.3573
C 0.4791 -1.5933 0.3674
C 1.8138 -1.1701 1.0257
C 1.6802 0.3017 1.4278
H -0.4031 -1.3100 0.9680
H -3.0342 1.2313 -0.4549
H 2.4515 -1.2194 0.1399
H -2.8934 -0.1191 -1.4223
H 1.8436 0.9411 0.5468
H -0.8525 1.6959 -0.1829
H 2.0784 -1.8718 1.7992
H -0.4634 0.2507 -1.0996
H 0.5217 -1.2225 -0.6744
H 0.4389 -2.6719 0.1522
H -2.8658 1.5540 -2.1510
H 0.7955 0.7261 1.9017
H -0.6191 1.8488 -1.8885
H 2.5693 0.5716 2.0355
```

**2S+1**: 2
**Energy**: -198.801596 Ha
**Max |F|**: 2.497 eV/A
**Total charge**: -1
**⟨S²⟩**: 0.750
**ΔE to the lowest compared entry with this formula, charge and spin**: 0.842 eV